Entry 1:
12 unconnected molecules or ions with the total composition C44H122N10O14 in a non-equilibrium geometry. Source: the OMol25 dataset; level of theory: ωB97M-V/def2-TZVPD.

Computed properties:
2S+1: 1
Lowest unoccupied orbital energy: 0.38 eV
Structure (SMILES): COC[C@H](C)N.COC[C@H](C)N.COC[C@H](C)N.COC[C@H](C)N.COC[C@H](C)N.COC[C@H](C)N.COC[C@H](C)N.COC[C@H](C)N.COC[C@H](C)N.COC[C@H](C)N.OCCO.OCCO

CARTESIAN COORDINATES (ANGSTROEM)
1 C 4.34776 4.26436 0.02803
2 C 3.55694 2.97047 0.29043
3 O 2.36001 3.16792 1.10177
4 O 3.37762 5.30440 -0.20876
5 H 4.96455 4.27133 -0.87065
6 H 4.95563 4.61755 0.86100
7 H 4.15080 2.14729 0.68768
8 H 3.14948 2.64331 -0.66615
9 H 2.23939 4.10311 0.92157
10 H 4.01454 5.94364 -0.53636
11 C 4.14932 -3.20115 1.69045
12 C 5.00814 -2.88646 2.99459
13 O 5.03573 -1.51290 3.16968
14 O 4.12615 -4.56851 1.36388
15 H 4.51086 -2.64510 0.82548
16 H 3.16299 -2.76692 1.85380
17 H 5.98328 -3.30555 2.74644
18 H 4.54336 -3.52038 3.74973
19 H 5.48453 -1.29372 3.98952
20 H 3.58981 -5.06184 1.98882
21 C 4.08507 -2.63401 -1.96610
22 C 4.47412 -1.41362 -2.75109
23 C 6.00323 -1.43065 -3.12107
24 O 6.24652 -2.50951 -3.94553
25 C 7.55893 -2.37427 -4.50441
26 N 3.60731 -1.26446 -3.95533
27 H 3.15648 -2.54265 -1.40264
28 H 4.88762 -2.95224 -1.30071
29 H 4.09684 -3.55717 -2.54552
30 H 4.21772 -0.52878 -2.16850
31 H 6.67424 -1.53684 -2.26868
32 H 6.24084 -0.49769 -3.63217
33 H 8.28850 -3.02978 -4.02889
34 H 8.03681 -1.41252 -4.31792
35 H 7.68510 -2.31016 -5.58519
36 H 4.16721 -0.94883 -4.73443
37 H 3.20712 -2.14194 -4.25529
38 C -0.02211 -1.65006 -2.07061
39 C -0.11469 -0.16790 -1.71680
40 C 0.12606 0.16946 -0.30488
41 O 1.05923 -0.73452 0.24292
42 C 1.01409 -0.61445 1.62020
43 N 0.86633 0.57978 -2.44216
44 H -0.76205 -2.12362 -1.42538
45 H 0.99852 -1.98130 -1.87898
46 H -0.21250 -1.77003 -3.13713
47 H -1.14256 0.13235 -1.92039
48 H -0.81043 0.06384 0.24278
49 H 0.45476 1.16019 0.00900
50 H 0.08509 -0.91905 2.10214
51 H 1.29109 0.37748 1.97718
52 H 1.75754 -1.30591 2.01675
53 H 0.88759 0.46330 -3.44519
54 H 1.83149 0.38327 -2.21868
55 C -2.11958 2.20308 3.67194
56 C -1.89027 0.70531 4.19221
57 C -1.14411 0.50478 5.57471
58 O -1.42579 -0.84912 6.04959
59 C -1.03779 -1.08473 7.40454
60 N -3.11254 0.05271 4.27831
61 H -2.89206 2.66130 4.28952
62 H -2.52952 2.19943 2.66197
63 H -1.19458 2.77928 3.69380
64 H -1.29558 0.19592 3.43394
65 H -1.61737 1.28971 6.16464
66 H -0.07602 0.70001 5.47891
67 H -1.10964 -2.15473 7.59955
68 H -1.68758 -0.50833 8.06306
69 H 0.00238 -0.79919 7.56144
70 H -3.45982 0.15128 5.22158
71 H -2.86456 -0.92361 4.35178
72 C 3.25201 2.03651 -6.27592
73 C 2.29738 0.91207 -6.54010
74 C 3.00666 -0.19696 -7.34720
75 O 4.15099 -0.80496 -6.80701
76 C 5.40164 -0.52776 -7.58856
77 N 1.62666 0.29919 -5.37923
78 H 2.78638 2.63852 -5.49562
79 H 3.64767 2.64669 -7.08785
80 H 4.07867 1.59118 -5.72237
81 H 1.48172 1.16449 -7.21766
82 H 3.27538 0.13658 -8.34951
83 H 2.27797 -0.98120 -7.55236
84 H 5.35727 -0.92465 -8.60276
85 H 6.19195 -0.97895 -6.98861
86 H 5.73114 0.51108 -7.60685
87 H 1.00083 -0.46528 -5.58903
88 H 2.33491 -0.07210 -4.76229
89 C -2.76923 6.82083 1.46339
90 C -2.18597 5.41911 1.97564
91 C -1.07377 4.82667 1.07785
92 O -1.54748 4.24694 -0.13328
93 C -0.65362 4.22807 -1.19428
94 N -1.76616 5.65498 3.35832
95 H -3.61781 6.64800 0.80147
96 H -2.00370 7.32271 0.87162
97 H -3.20045 7.40371 2.27726
98 H -2.92760 4.62536 2.06536
99 H -0.56474 4.03048 1.62106
100 H -0.25908 5.54737 1.00716
101 H 0.20043 3.64542 -0.84903
102 H -0.38852 5.25856 -1.43070
103 H -1.06921 3.73177 -2.07126
104 H -1.23247 4.93800 3.82865
105 H -2.66141 5.79586 3.80417
106 C -5.70946 3.22890 2.66037
107 C -6.40346 2.21194 1.90758
108 C -5.58666 0.99300 1.49507
109 O -4.63243 1.47168 0.47898
110 C -3.67939 0.54644 0.23573
111 N -7.52267 1.89794 2.73960
112 H -6.13652 4.21968 2.50521
113 H -4.69265 3.36716 2.29280
114 H -5.71638 3.17080 3.74879
115 H -6.79080 2.73825 1.03519
116 H -6.25791 0.25547 1.05511
117 H -5.18465 0.62913 2.44064
118 H -2.94800 0.29276 1.00306
119 H -3.02145 0.84072 -0.58195
120 H -4.10077 -0.34589 -0.22719
121 H -8.03008 2.61686 3.23537
122 H -7.11512 1.34461 3.47977
123 C 2.09438 3.37968 5.91584
124 C 1.98217 3.61286 4.38518
125 C 2.00075 5.09938 4.12398
126 O 0.88313 5.79037 4.69092
127 C 0.97672 7.08420 4.25375
128 N 2.98212 2.76633 3.73101
129 H 2.83377 3.98754 6.43728
130 H 2.37906 2.36375 6.18960
131 H 1.08673 3.51000 6.31049
132 H 1.03007 3.26405 3.98525
133 H 2.12320 5.34178 3.06834
134 H 2.92093 5.47531 4.57124
135 H 0.53349 7.20017 3.26471
136 H 1.98819 7.49042 4.25465
137 H 0.24921 7.69774 4.78516
138 H 2.65941 1.82428 3.89987
139 H 2.72732 2.82531 2.75546
140 C 1.33009 -4.89954 6.78598
141 C 0.38409 -4.78208 5.60827
142 C 0.85324 -3.72191 4.57429
143 O 0.13682 -3.83802 3.36202
144 C -1.22750 -3.44275 3.45551
145 N 0.34218 -6.07135 4.97826
146 H 2.28490 -5.38184 6.57661
147 H 1.02807 -5.34684 7.73297
148 H 1.52504 -3.88342 7.12893
149 H -0.58906 -4.52390 6.02590
150 H 1.91852 -3.92240 4.45991
151 H 0.78235 -2.78762 5.13123
152 H -1.62052 -3.61227 4.45797
153 H -1.86115 -4.02408 2.78571
154 H -1.31850 -2.42137 3.08592
155 H -0.58000 -6.14349 4.57267
156 H 0.99139 -5.92480 4.21856
157 C -7.74712 -3.93408 -1.19263
158 C -7.04877 -4.72785 -2.38011
159 C -5.60269 -5.32695 -2.07481
160 O -4.85319 -4.18057 -1.63883
161 C -3.46962 -4.36886 -1.69321
162 N -8.03135 -5.73182 -2.78367
163 H -8.48776 -3.23935 -1.58875
164 H -6.94135 -3.33933 -0.76239
165 H -8.14888 -4.58097 -0.41275
166 H -6.90097 -4.04745 -3.21873
167 H -5.25069 -5.86297 -2.95622
168 H -5.72327 -6.13068 -1.34847
169 H -2.93974 -4.00629 -0.81236
170 H -3.16852 -3.89975 -2.62989
171 H -3.17759 -5.41780 -1.74359
172 H -8.80495 -5.41303 -3.34937
173 H -8.40691 -6.16050 -1.94983
174 C -1.66893 0.33611 -7.80856
175 C -1.98455 -0.60052 -6.61314
176 C -1.19785 -1.93479 -6.64513
177 O -1.41848 -2.69443 -5.49958
178 C -0.61163 -3.87506 -5.35619
179 N -1.52620 0.21346 -5.49155
180 H -1.27098 -0.20510 -8.66695
181 H -0.95270 1.12829 -7.59046
182 H -2.47074 1.01991 -8.08721
183 H -2.98811 -1.01272 -6.71832
184 H -0.11390 -1.87393 -6.74222
185 H -1.56570 -2.53847 -7.47481
186 H 0.47149 -3.76920 -5.41744
187 H -0.85679 -4.78083 -5.91078
188 H -0.93529 -4.36334 -4.43699
189 H -0.55996 0.41960 -5.70128
190 H -1.32455 -0.46562 -4.77163



Entry 2:
14 unconnected molecules or ions with the total composition C44H123N11O21 in a non-equilibrium geometry. Source: the OMol25 dataset; level of theory: ωB97M-V/def2-TZVPD.

Computed properties:
2S+1: 1
Lowest unoccupied orbital energy: 0.43 eV

CARTESIAN COORDINATES (ANGSTROEM)
1 C -0.76661 2.76514 -1.51075
2 O -0.02483 2.30759 -0.69493
3 N -0.76718 2.38497 -2.76646
4 N -1.72604 3.65855 -1.38513
5 H 0.05096 1.95350 -3.17212
6 H -1.57416 2.74125 -3.25833
7 H -1.85393 4.10523 -0.48834
8 H -2.14019 3.92659 -2.26645
9 C -0.63474 0.27258 1.92444
10 O -1.03374 -0.25321 2.88465
11 N -0.50567 -0.16239 0.67642
12 N -0.14182 1.43725 1.80562
13 H -0.77932 -1.09218 0.39235
14 H -0.11944 0.48345 0.00275
15 H 0.04882 1.60982 0.82891
16 H -0.12399 2.18896 2.47994
17 C -3.06882 -5.67805 3.44865
18 O -2.94396 -4.65077 2.44644
19 C -4.08213 -3.93388 2.06626
20 C -4.68767 -3.23411 3.29423
21 N -3.71911 -2.12201 3.76710
22 C -4.16825 -1.62232 5.08019
23 C -2.93629 -0.96287 5.89846
24 O -2.19886 -2.06418 6.37978
25 C -1.49912 -1.74714 7.49412
26 H -3.30605 -5.18578 4.39178
27 H -2.11874 -6.17832 3.63622
28 H -3.84876 -6.40330 3.21670
29 H -4.84670 -4.51953 1.55581
30 H -3.93697 -3.27012 1.21393
31 H -4.94186 -3.88868 4.12792
32 H -5.60060 -2.73993 2.96189
33 H -2.79002 -2.44471 3.99677
34 H -4.75128 -2.40208 5.57022
35 H -5.03312 -1.03831 4.76550
36 H -3.20672 -0.17384 6.60017
37 H -2.19971 -0.44189 5.28680
38 H -1.81133 -2.14178 8.46102
39 H -1.20401 -0.70988 7.65253
40 H -0.57184 -2.30800 7.37711
41 C 3.26745 4.67882 7.70339
42 O 3.05199 3.62877 6.81470
43 C 4.27385 2.80059 6.62066
44 C 3.86539 1.82648 5.54994
45 N 3.96760 2.38408 4.22071
46 C 3.42144 1.52704 3.16107
47 C 3.58106 2.26681 1.79478
48 O 2.69421 3.40191 1.71834
49 C 3.05031 4.13035 0.55699
50 H 2.33255 5.08544 8.08900
51 H 3.63619 5.51538 7.10985
52 H 3.92387 4.44972 8.54288
53 H 4.53116 2.25271 7.52715
54 H 5.14290 3.39980 6.34895
55 H 2.83073 1.55585 5.76053
56 H 4.31477 0.83582 5.48099
57 H 3.44638 3.24486 4.30730
58 H 2.41802 1.30572 3.52475
59 H 4.11886 0.69214 3.09285
60 H 3.37685 1.51654 1.03091
61 H 4.65215 2.45017 1.70956
62 H 2.54366 3.62667 -0.26625
63 H 4.11746 4.33649 0.47451
64 H 2.61033 5.12758 0.56376
65 C 1.46361 -0.62287 -7.06320
66 O 0.44761 -0.19811 -6.16892
67 C 0.16436 1.18270 -5.95053
68 C 1.36593 1.76467 -5.25106
69 N 1.52870 1.16908 -3.90633
70 C 2.38741 1.99973 -3.10363
71 C 3.88126 2.10103 -3.56797
72 O 3.93958 3.22298 -4.41301
73 C 5.16634 3.26937 -5.11804
74 H 1.57665 -1.70675 -7.04065
75 H 2.45998 -0.23597 -6.84953
76 H 1.13614 -0.23368 -8.02726
77 H -0.76568 1.41925 -5.43367
78 H -0.07543 1.72297 -6.86635
79 H 1.40718 2.85022 -5.16182
80 H 2.16716 1.56617 -5.96289
81 H 1.70492 0.17904 -3.81224
82 H 2.38209 1.42297 -2.17874
83 H 1.89072 2.91811 -2.79062
84 H 4.37827 1.25264 -4.03842
85 H 4.50456 2.37286 -2.71609
86 H 5.17036 4.29150 -5.49666
87 H 5.04111 2.61736 -5.98250
88 H 5.94818 3.09429 -4.37901
89 C 4.89199 -1.32936 -8.07570
90 O 5.96696 -1.89386 -7.33386
91 C 7.09762 -1.03943 -7.22467
92 C 7.97243 -1.40382 -5.93080
93 N 7.09190 -0.96656 -4.84531
94 C 7.57723 -1.30404 -3.55569
95 C 6.81955 -0.43835 -2.53391
96 O 5.71933 -1.08804 -1.96923
97 C 5.11604 -0.27845 -0.96286
98 H 4.58062 -0.29737 -7.91405
99 H 3.99719 -1.92685 -7.90128
100 H 5.24100 -1.22988 -9.10351
101 H 6.81303 0.01017 -7.15081
102 H 7.63968 -1.23799 -8.14926
103 H 8.93004 -0.88511 -5.88589
104 H 7.94803 -2.48862 -5.82736
105 H 6.23718 -1.41824 -5.13777
106 H 8.65447 -1.13802 -3.54568
107 H 7.39261 -2.34870 -3.30530
108 H 6.34560 0.37542 -3.08277
109 H 7.57804 0.01253 -1.89400
110 H 5.71529 0.34020 -0.29481
111 H 4.58167 -0.94919 -0.29007
112 H 4.46757 0.49960 -1.36562
113 C -7.16475 -5.52642 -1.22839
114 O -6.95790 -4.07940 -1.08375
115 C -7.56836 -3.47167 0.03299
116 C -7.25470 -1.97648 -0.05850
117 N -8.06896 -1.17772 0.91436
118 C -7.67165 0.27223 0.98573
119 C -8.02656 0.97534 -0.38699
120 O -7.00595 0.77732 -1.45793
121 C -5.75802 1.34370 -1.20694
122 H -6.38897 -5.88525 -1.90478
123 H -8.10076 -5.91938 -1.62534
124 H -7.08177 -6.04979 -0.27587
125 H -7.17456 -3.96942 0.91915
126 H -8.64004 -3.64596 -0.06303
127 H -7.41463 -1.59306 -1.06623
128 H -6.17691 -1.92495 0.09581
129 H -8.94575 -1.24745 0.41791
130 H -6.65333 0.45200 1.33044
131 H -8.22814 0.75218 1.79076
132 H -8.17120 2.03841 -0.19446
133 H -8.97500 0.63602 -0.80344
134 H -5.69743 2.39828 -0.93807
135 H -5.13345 1.14067 -2.07688
136 H -5.23489 0.81404 -0.41076
137 C -2.54776 -0.66232 -2.33295
138 O -1.80310 -1.75182 -2.79501
139 C -0.44200 -1.50649 -3.18251
140 C 0.33687 -2.75712 -3.58900
141 N 0.53611 -3.57439 -2.38167
142 C 1.39059 -4.66886 -2.79693
143 C 2.91662 -4.42415 -2.91908
144 O 3.15629 -3.80879 -4.21618
145 C 4.10798 -2.78681 -4.33537
146 H -2.32765 0.28350 -2.82800
147 H -2.30994 -0.64372 -1.26938
148 H -3.55353 -1.00890 -2.57047
149 H 0.13422 -0.90031 -2.48348
150 H -0.47024 -0.90074 -4.08825
151 H 1.35408 -2.48425 -3.86989
152 H -0.14574 -3.38505 -4.33794
153 H -0.37826 -3.98896 -2.27141
154 H 1.01089 -5.16807 -3.68841
155 H 1.22938 -5.39588 -2.00097
156 H 3.51000 -5.31630 -2.71889
157 H 3.15561 -3.64929 -2.19066
158 H 4.06263 -2.57524 -5.40367
159 H 5.12982 -3.02600 -4.04087
160 H 3.77197 -1.81931 -3.96234
161 C -2.33188 3.04072 7.53113
162 O -1.73371 3.88495 6.55705
163 C -0.67644 3.22362 5.82953
164 C 0.21873 4.34081 5.20494
165 N -0.43705 5.11377 4.14205
166 C 0.03663 4.71805 2.86301
167 C -0.85547 5.22429 1.71578
168 O -2.12458 4.63835 1.51273
169 C -3.08843 5.32056 2.38663
170 H -3.41862 3.11398 7.57291
171 H -2.06285 3.46815 8.49707
172 H -2.01397 2.00084 7.45578
173 H -0.81469 2.45095 5.07325
174 H -0.03264 2.79428 6.59718
175 H 1.13767 3.94024 4.77693
176 H 0.66156 5.02786 5.92603
177 H -1.38156 4.76112 4.20223
178 H 0.31387 3.66641 2.79031
179 H 0.97848 5.23847 2.68922
180 H -0.19449 5.06048 0.86468
181 H -0.94937 6.31003 1.73687
182 H -2.63491 5.40124 3.37452
183 H -4.03623 4.78289 2.36056
184 H -3.23599 6.35507 2.07662
185 O -1.81832 -4.77540 -2.21557
186 H -2.69018 -4.39545 -2.10723
187 H -1.77454 -5.46764 -1.55595
188 O 1.15264 -1.99982 3.28584
189 H 1.14318 -2.34247 2.39212
190 H 0.37975 -1.43732 3.33539
191 O 0.72807 -4.87396 1.38915
192 H 0.73881 -5.27648 0.52076
193 H -0.19757 -4.70298 1.56296
194 O -4.38039 -3.85456 -1.22063
195 H -4.20529 -3.17199 -0.57281
196 H -5.33522 -3.91081 -1.25788
197 O -3.84531 -0.74603 1.16800
198 H -3.83047 -1.27999 1.96229
199 H -2.97176 -0.35718 1.12387



no.,highest occupied orbital energy (eV)
1,-8.198
2,-8.226